(A)
Below is a molecular structure, C3H6N2OS, with properties calculated with wB97M-V/def2-TZVPD.

Structure (ORCA input):
```
! RIJCOSX wB97M-V def2-TZVPD def2/J DEFGRID3
* xyz 0 1
C 1.520 -0.879 2.195
C -0.433 -0.506 -0.931
C -1.752 1.364 -1.824
H 1.914 -1.993 1.651
H 0.556 -1.296 3.036
H 2.536 -0.412 2.743
H -0.788 -1.378 -1.620
H 0.342 1.694 -0.831
H -2.728 0.542 -2.303
N 0.504 -0.847 -0.204
N -0.749 0.851 -0.997
O -1.804 2.551 -2.027
S 0.882 0.308 1.112
*
```

Values from the calculation:
orbital gap	8.77	eV
highest occupied orbital energy	-8.80	eV
molar mass	118.2	g mol⁻¹

Listed below, in e, are the Mulliken charges computed for each atom:
1 C -0.71
2 C 0.07
3 C 0.15
4 H 0.25
5 H 0.23
6 H 0.27
7 H 0.31
8 H 0.36
9 H 0.19
10 N -0.33
11 N -0.34
12 O -0.49
13 S 0.03

***

(B)
Below is a molecular structure, C3H6N2OS, with properties calculated with wB97M-V/def2-TZVPD.

Structure (ORCA input):
```
! RIJCOSX wB97M-V def2-TZVPD def2/J DEFGRID3
* xyz 0 1
C -1.643 0.904 0.365
C -1.757 -0.628 -0.024
C 1.106 -0.223 -0.006
H -1.472 1.300 -0.742
H -0.786 1.077 1.026
H -2.554 1.328 0.750
H 2.282 -2.073 -0.248
H 3.123 -0.687 -0.289
H 1.763 1.463 -0.657
N 2.278 -0.861 0.325
N 0.767 0.967 -0.342
O -2.864 -1.086 -0.183
S -0.243 -1.482 0.025
*
```

Values from the calculation:
orbital gap	9.25	eV
highest occupied orbital energy	-9.45	eV
molar mass	118.2	g mol⁻¹

Listed below, in e, are the Mulliken charges computed for each atom:
1 C -0.90
2 C 0.57
3 C 0.47
4 H 0.19
5 H 0.36
6 H 0.33
7 H 0.33
8 H 0.32
9 H 0.23
10 N -0.60
11 N -0.56
12 O -0.51
13 S -0.23

***

It is (A) that is the least stable of them.

***

(A)
Below is a single C4H3N molecule, with properties calculated with wB97M-V/def2-TZVPD.

Structure (ORCA input):
```
! RIJCOSX wB97M-V def2-TZVPD def2/J DEFGRID3
* xyz 0 1
C 1.324 -0.179 -0.322
C -0.097 -0.443 -0.410
C -1.295 -0.420 -0.246
C -2.206 0.284 0.524
N -2.743 0.998 1.261
H 1.946 -0.783 -0.981
H 1.612 -0.341 0.722
H 1.459 0.884 -0.547
*
```

Values from the calculation:
orbital gap	10.95	eV
highest occupied orbital energy	-10.45	eV
SMILES string	CC#CC#N
molar mass	65.1	g mol⁻¹

Listed below, in e, are the Mulliken charges computed for each atom:
1 C -0.88
2 C 0.09
3 C -0.06
4 C 0.38
5 N -0.36
6 H 0.31
7 H 0.26
8 H 0.26

***

(B)
Below is 2 unconnected molecules or ions with the total composition C4H3N, with properties calculated with wB97M-V/def2-TZVPD.

Structure (ORCA input):
```
! RIJCOSX wB97M-V def2-TZVPD def2/J DEFGRID3
* xyz 0 1
C 1.926 -0.217 -0.032
C -1.026 -0.463 0.496
C -1.144 0.045 -0.715
C -0.057 0.574 0.178
N 2.959 -0.714 -0.011
H -1.198 -1.162 1.287
H -1.507 0.386 -1.643
H 0.048 1.552 0.440
*
```

Values from the calculation:
orbital gap	10.75	eV
highest occupied orbital energy	-10.43	eV
molar mass	65.1	g mol⁻¹

Listed below, in e, are the Mulliken charges computed for each atom:
1 C -0.02
2 C -0.21
3 C -0.24
4 C -0.32
5 N -0.37
6 H 0.37
7 H 0.43
8 H 0.36

***

It is (B) that is the least stable of them.

***

(A)
Below is a molecular structure, C4H3N, with properties calculated with wB97M-V/def2-TZVPD.

Structure (ORCA input):
```
! RIJCOSX wB97M-V def2-TZVPD def2/J DEFGRID3
* xyz 0 1
C -2.319 -0.251 0.484
C 1.467 0.708 -0.001
C 1.302 -0.452 -0.585
C 0.438 -0.214 0.518
N -3.072 -0.163 -0.326
H 1.873 1.743 0.082
H 1.548 -1.054 -1.475
H -1.238 -0.317 1.302
*
```

Values from the calculation:
orbital gap	10.57	eV
highest occupied orbital energy	-10.12	eV
molar mass	65.1	g mol⁻¹

Listed below, in e, are the Mulliken charges computed for each atom:
1 C 0.05
2 C -0.16
3 C -0.12
4 C -0.38
5 N -0.36
6 H 0.31
7 H 0.30
8 H 0.36

***

(B)
Below is a single C4H3N molecule, with properties calculated with wB97M-V/def2-TZVPD.

Structure (ORCA input):
```
! RIJCOSX wB97M-V def2-TZVPD def2/J DEFGRID3
* xyz 0 1
C 1.694 0.733 -0.029
C 0.686 0.087 0.060
C -0.538 -0.727 0.179
C -1.624 0.152 -0.263
N -1.749 1.237 -0.651
H 2.677 1.147 -0.045
H -0.682 -1.027 1.216
H -0.464 -1.601 -0.467
*
```

Values from the calculation:
orbital gap	11.06	eV
highest occupied orbital energy	-10.58	eV
SMILES string	C#CCC#N
molar mass	65.1	g mol⁻¹

Listed below, in e, are the Mulliken charges computed for each atom:
1 C 0.24
2 C -0.66
3 C -0.30
4 C 0.16
5 N -0.37
6 H 0.44
7 H 0.24
8 H 0.24

***

(C)
Below is a single C4H3N molecule, with properties calculated with wB97M-V/def2-TZVPD.

Structure (ORCA input):
```
! RIJCOSX wB97M-V def2-TZVPD def2/J DEFGRID3
* xyz 0 1
C 1.801 0.653 0.022
C 0.774 0.034 0.090
C -0.502 -0.686 0.158
C -1.524 0.262 -0.287
N -2.106 1.186 -0.663
H 2.750 1.137 -0.012
H -0.706 -1.018 1.182
H -0.486 -1.568 -0.490
*
```

Values from the calculation:
orbital gap	11.55	eV
highest occupied orbital energy	-10.80	eV
SMILES string	C#CCC#N
molar mass	65.1	g mol⁻¹

Listed below, in e, are the Mulliken charges computed for each atom:
1 C 0.17
2 C -0.53
3 C -0.32
4 C 0.17
5 N -0.35
6 H 0.41
7 H 0.22
8 H 0.22

***

It is (A) that is the least stable of them.

***

(A)
Below is a single C4H3N molecule, with properties calculated with wB97M-V/def2-TZVPD.

Structure (ORCA input):
```
! RIJCOSX wB97M-V def2-TZVPD def2/J DEFGRID3
* xyz 0 1
C 2.475 0.043 0.061
C 0.998 0.031 -0.111
C -0.202 -0.148 -0.038
C -1.559 -0.039 -0.031
H 3.035 -0.409 -0.808
H 2.759 1.101 0.139
H 2.802 -0.583 0.951
N -2.696 0.081 0.062
*
```

Values from the calculation:
orbital gap	11.00	eV
highest occupied orbital energy	-10.50	eV
SMILES string	CC#CC#N
molar mass	65.1	g mol⁻¹

Listed below, in e, are the Mulliken charges computed for each atom:
1 C -1.03
2 C 0.55
3 C 0.03
4 C 0.01
5 H 0.28
6 H 0.29
7 H 0.27
8 N -0.41

***

(B)
Below is a single C4H3N molecule, with properties calculated with wB97M-V/def2-TZVPD.

Structure (ORCA input):
```
! RIJCOSX wB97M-V def2-TZVPD def2/J DEFGRID3
* xyz 0 1
C 1.896 0.579 0.080
C 0.818 0.062 0.053
C -0.489 -0.540 -0.030
C -1.598 0.306 -0.250
N -2.508 0.978 -0.432
H 2.868 0.960 0.213
H -0.469 -0.932 1.046
H -0.519 -1.413 -0.680
*
```

Values from the calculation:
orbital gap	11.33	eV
highest occupied orbital energy	-10.64	eV
SMILES string	C#CCC#N
molar mass	65.1	g mol⁻¹

Listed below, in e, are the Mulliken charges computed for each atom:
1 C 0.16
2 C -0.52
3 C -0.51
4 C 0.28
5 N -0.34
6 H 0.44
7 H 0.20
8 H 0.29

***

It is (B) that is the least stable of them.